No. 1
{
  "formula": "C6H16NO",
  "method": "ωB97M-V/def2-TZVPD",
  "elements": ["N", "H", "C", "H", "H", "C", "C", "H", "H", "H", "C", "H", "H", "H", "H", "C", "H", "H", "H", "O", "H", "H", "C", "H"],
  "positions_angstrom": [[0.47351, -1.27613, 1.57363], [-0.50255, -1.49187, 1.78998], [-1.77452, -0.11266, -0.57822], [2.50644, 0.02378, -0.78682], [-1.03745, 2.17272, 0.19711], [-0.16197, 1.57030, 0.45334], [2.09482, -0.25645, 0.17854], [0.60372, -1.72528, -0.58247], [-2.33209, 1.75088, -1.58784], [-1.95259, -1.19352, -0.64088], [0.68056, -0.88955, 0.11122], [2.09724, 0.53272, 0.93283], [0.57947, 2.27681, 0.06289], [0.98917, -2.15723, 1.66651], [-3.36900, 0.38901, -1.81806], [-0.28469, 0.20002, -0.32445], [0.00577, 1.39881, 1.51306], [-2.24734, 0.31157, 0.32528], [3.84346, -1.26570, 0.35146], [2.93131, -1.32445, 0.64201], [0.12692, 0.50657, -1.30922], [-1.75204, 0.47849, -2.66195], [-2.31660, 0.66972, -1.74442], [0.79846, -0.58856, 2.23648]],
  "atomic_forces_ev_per_a": [[-0.90, -1.95, -1.03], [-0.05, 0.13, -0.11], [0.93, 0.38, 1.65], [-0.63, 0.65, -0.12], [-0.40, -0.42, 0.80], [-0.06, -0.33, -0.99], [0.72, -2.01, -0.18], [0.16, -0.41, 0.63], [0.27, -0.08, 0.19], [-0.15, 0.22, -0.15], [0.41, 2.81, 0.25], [0.04, 0.32, -0.40], [0.61, -0.71, 0.21], [0.28, 0.26, 0.56], [0.08, 0.02, -0.59], [0.47, 1.99, -1.32], [-0.38, 0.50, 0.26], [-0.42, -0.75, -0.17], [0.04, 0.26, -0.09], [-0.37, -0.36, 0.57], [-0.11, -0.61, 0.16], [-0.35, -0.13, 0.00], [-0.57, -0.10, -0.25], [0.37, 0.32, 0.13]],
  "nbo_charge": [-0.687, 0.442, -0.406, 0.220, 0.244, -0.635, -0.075, 0.253, 0.216, 0.208, -0.057, 0.181, 0.236, 0.464, 0.234, -0.249, 0.185, 0.206, 0.506, -0.764, 0.231, 0.214, -0.609, 0.443],
  "lumo_ha": -0.122,
  "relative_energy_kj_mol": 123.0,
  "smiles": "CC[C@@H](C)[C@H]([NH3+])CO",
  "homo_lumo_gap_ev": 11.38,
  "total_charge": 1,
  "homo_energy_ev": -14.71,
  "energy_ev": -10012.0377
}

=====

No. 2
{
  "formula": "C12H19N3PdS2Si",
  "method": "ωB97M-V/def2-TZVPD",
  "elements": ["H", "C", "C", "H", "H", "C", "H", "C", "H", "C", "H", "C", "N", "H", "S", "C", "H", "Pd", "Si", "N", "H", "C", "H", "C", "H", "C", "C", "H", "H", "S", "H", "N", "H", "H", "H", "H", "C", "H"],
  "positions_angstrom": [[4.91989, -1.36565, 3.62583], [-4.11396, -1.74441, -1.05476], [1.70742, 3.48152, -1.38575], [1.17856, 4.42474, -1.23033], [1.67253, 0.19952, -2.69812], [-0.92746, 2.04404, -2.22632], [-0.63254, 2.11539, -3.27444], [-3.25135, -2.00682, 1.16212], [-3.38390, -2.22430, 2.21293], [-1.99908, -1.71122, 0.66501], [-1.54172, 1.14853, -2.09529], [-4.33107, -2.02278, 0.27927], [1.46232, -1.20706, 1.61355], [-5.32385, -2.25466, 0.63988], [2.45050, -1.41102, -0.91452], [1.72345, 0.58045, -1.66718], [2.09049, 3.48840, -2.40691], [0.21801, -1.06069, -0.99113], [0.54623, 2.05844, -1.08405], [0.30580, -1.38553, 0.91903], [-2.61937, -1.22943, -2.52872], [2.51868, -1.23397, 0.87123], [-1.56929, 2.90041, -2.00877], [-2.82388, -1.44817, -1.48795], [3.35382, -0.51835, 3.62862], [0.07154, 1.88011, 0.71283], [3.91387, -1.35063, 3.21203], [-0.73208, 1.15425, 0.85301], [3.41939, -2.29903, 3.40577], [4.12539, -1.13452, 1.43568], [-0.30821, 2.84251, 1.06501], [-1.79328, -1.43180, -0.65313], [-0.82021, -1.83627, 2.56665], [2.75563, 0.90617, -1.54266], [-4.92300, -1.75319, -1.77108], [0.91659, 1.61728, 1.35148], [-0.80539, -1.66645, 1.49408], [2.54953, 3.45424, -0.69286]],
  "atomic_forces_ev_per_a": [[0.01, 0.00, -0.02], [-0.02, -0.04, 0.01], [-0.13, -0.12, 0.01], [-0.03, -0.01, 0.01], [-0.05, 0.14, 0.01], [0.06, -0.08, 0.10], [0.00, -0.01, 0.00], [0.11, 0.00, -0.04], [0.00, 0.00, 0.01], [-0.18, -0.06, -0.08], [-0.01, 0.02, -0.02], [-0.01, 0.00, -0.02], [0.09, -0.22, 0.07], [-0.01, 0.00, 0.00], [-0.09, 1.09, -0.04], [1.14, -0.68, 0.06], [0.03, 0.01, -0.01], [-0.90, -0.85, -0.21], [0.03, 0.04, 0.11], [0.11, -0.08, -0.22], [-0.01, 0.03, 0.01], [0.16, 0.17, 0.02], [0.01, 0.03, 0.00], [0.05, -0.01, -0.01], [-0.02, -0.01, 0.01], [-0.01, 0.04, -0.14], [-0.03, 0.02, 0.02], [0.02, 0.03, 0.04], [-0.01, 0.01, 0.02], [-0.13, -0.08, -0.01], [0.01, 0.01, -0.02], [-0.11, 0.30, 0.35], [0.01, 0.01, -0.03], [-0.11, 0.23, -0.07], [0.00, 0.00, 0.00], [-0.01, -0.03, 0.00], [-0.03, 0.07, 0.13], [0.03, 0.00, -0.01]],
  "nbo_charge": [0.272, -0.190, -1.114, 0.277, 0.242, -1.127, 0.266, -0.153, 0.261, 0.101, 0.219, -0.105, -0.327, 0.266, 0.266, -0.827, 0.263, 0.860, 1.614, -0.180, 0.235, -0.095, 0.279, 0.085, 0.252, -1.131, -0.745, 0.224, 0.252, 0.484, 0.282, -0.479, 0.267, 0.273, 0.269, 0.254, 0.149, 0.259],
  "lumo_ha": [-0.332, -0.332],
  "relative_energy_kj_mol": 0.0,
  "homo_lumo_gap_ev": [6.57, 6.58],
  "total_charge": 2,
  "homo_energy_ev": [-15.61, -15.61],
  "energy_ev": -50233.1771
}

=====

No. 3
{
  "formula": "C3H9NO2",
  "method": "ωB97M-V/def2-TZVPD",
  "elements": ["N", "C", "H", "H", "C", "H", "H", "H", "H", "O", "H", "O", "H", "C", "H"],
  "positions_angstrom": [[0.02865, 1.16611, 0.96076], [-0.22732, 1.03889, -1.55637], [1.94730, 1.79492, 1.47525], [0.61683, 3.08934, 1.44990], [-0.03641, 0.35249, -0.20307], [0.60804, 0.79444, -2.20985], [-1.13618, 0.68060, -2.03489], [-0.19624, 2.11350, -1.40425], [1.39298, 2.50693, -0.00232], [-0.96152, -3.53268, -0.02943], [-0.86441, 1.63670, 1.04624], [0.16470, -0.82622, -0.14549], [-0.44962, -2.87229, -0.51308], [1.07845, 2.22737, 1.00376], [-0.49168, -3.59189, 0.80792]],
  "atomic_forces_ev_per_a": [[-0.38, 0.54, 0.57], [0.28, 0.07, 0.53], [0.19, 0.39, 0.60], [0.41, 0.31, 0.60], [0.95, 0.20, -0.90], [0.03, -0.23, 0.02], [-0.09, 0.18, 0.05], [-0.45, 0.14, -0.30], [0.03, 0.20, -0.18], [0.16, -0.08, -0.08], [-0.14, -0.07, 0.04], [-0.14, -0.44, 0.16], [-0.14, 0.08, 0.07], [-0.62, -1.30, -1.23], [-0.08, -0.01, 0.04]],
  "nbo_charge": [-0.691, -0.741, 0.208, 0.208, 0.722, 0.243, 0.248, 0.211, 0.174, -0.949, 0.369, -0.542, 0.483, -0.409, 0.465],
  "lumo_ha": 0.026,
  "relative_energy_kj_mol": 146.6,
  "smiles": "CNC(C)=O.O",
  "homo_lumo_gap_ev": 10.51,
  "homo_energy_ev": -9.81,
  "energy_ev": -8841.4353
}

=====

No. 4
{
  "formula": "C4H10FN",
  "method": "ωB97M-V/def2-TZVPD",
  "elements": ["N", "C", "C", "C", "H", "H", "C", "H", "H", "H", "H", "F", "H", "H", "H", "H"],
  "positions_angstrom": [[-2.75646, -0.34746, -0.17096], [-1.48912, 0.29425, 0.29506], [1.05413, 0.01799, 0.31103], [2.30571, -0.79450, -0.06164], [2.35373, -1.66746, 0.58603], [-1.42806, 1.35531, -0.08950], [-0.29656, -0.51379, -0.08491], [-0.27180, -0.64647, -1.15348], [3.27119, -0.24188, 0.03320], [-2.97094, -0.05399, -1.09494], [-3.55444, 0.01363, 0.34301], [1.22833, 1.29293, -0.23518], [-0.47480, -1.51150, 0.30136], [2.29487, -1.05158, -1.11457], [1.01566, 0.19696, 1.36928], [-1.44006, 0.37906, 1.37568]],
  "atomic_forces_ev_per_a": [[0.49, 0.05, 1.30], [-0.81, 1.72, -0.39], [0.76, 0.26, 0.30], [0.01, 0.48, 0.12], [0.06, -0.25, -0.24], [0.19, -0.99, 0.32], [0.44, -0.85, -1.22], [-0.08, -0.07, -0.74], [-0.99, -0.02, 0.43], [0.22, 0.15, -1.09], [0.24, -0.10, 0.36], [-0.20, 0.37, -0.42], [0.31, -0.30, 0.29], [-0.31, -0.44, -0.17], [0.29, 0.00, 0.84], [-0.61, -0.02, 0.33]],
  "nbo_charge": [-0.833, -0.213, 0.220, -0.639, 0.215, 0.179, -0.447, 0.200, 0.228, 0.350, 0.356, -0.383, 0.222, 0.212, 0.148, 0.184],
  "lumo_ha": 0.042,
  "relative_energy_kj_mol": 8.5,
  "smiles": "C[C@@H](F)CCN",
  "homo_lumo_gap_ev": 10.73,
  "homo_energy_ev": -9.58,
  "energy_ev": -8517.5906
}

=====

No. 5
{
  "formula": "C29H44GeN2O9Sc",
  "method": "ωB97M-V/def2-TZVPD",
  "elements": ["H", "C", "O", "H", "O", "C", "N", "C", "C", "H", "N", "C", "C", "O", "Sc", "C", "H", "C", "H", "H", "C", "H", "H", "C", "H", "H", "H", "H", "H", "H", "H", "H", "H", "H", "C", "H", "H", "H", "H", "O", "H", "H", "H", "Ge", "H", "H", "C", "O", "C", "C", "O", "H", "H", "O", "C", "H", "H", "H", "H", "H", "C", "C", "H", "H", "C", "O", "O", "H", "C", "H", "H", "H", "C", "H", "C", "C", "H", "C", "C", "C", "H", "H", "C", "C", "C", "C"],
  "positions_angstrom": [[2.19271, -3.29745, -0.53863], [-2.54243, 0.63514, 3.22465], [-1.42083, -1.89693, 1.36824], [-0.16901, 3.26103, 2.71913], [-0.26195, 1.36422, -1.14605], [-3.20746, -2.72892, -1.54386], [1.07939, 2.27948, 1.49642], [2.59177, 0.91201, 0.32211], [-1.55004, -3.14086, 1.43254], [1.79028, -5.00631, -2.23054], [2.22210, 1.87625, 1.13945], [1.45616, -3.08107, -1.32504], [4.67100, 2.23807, -0.01332], [0.38032, -2.31832, -0.77420], [-0.30206, -0.43196, 0.37771], [-0.60106, 2.23085, -3.41469], [0.37351, -4.93090, -1.17366], [3.96195, 1.04638, -0.19379], [0.75765, 3.80200, -1.69572], [6.21409, -0.58391, -2.13110], [1.19931, 0.58138, -2.90189], [-3.87035, -2.48401, -0.71948], [6.44378, 3.34556, -0.44135], [0.69751, 0.06396, 3.40688], [-2.36804, -3.29726, -1.15939], [0.62822, 1.33401, 7.10336], [0.62118, -0.33183, -2.76809], [-1.96558, -0.28937, 3.19487], [-3.61720, 0.23697, -3.25638], [2.05212, 2.68196, -1.27537], [-4.30227, 2.54681, 2.57820], [-0.85157, -2.23168, -2.94861], [-3.62168, -0.97102, 1.30675], [-1.26836, 1.41396, -3.69013], [0.86305, -0.81734, 4.50656], [1.40909, 0.72250, -3.95953], [0.97859, -1.86908, 4.28513], [0.97438, -1.06067, 6.60945], [1.87648, 3.22759, -2.94293], [-1.85498, 0.94993, 0.92133], [-4.00013, 2.65561, 0.83431], [0.31748, -4.20740, -2.78255], [-2.21966, -2.54985, -4.02537], [-2.20091, 1.27922, -1.01079], [-3.41807, 0.47883, 3.85068], [3.03107, -1.08168, -0.72235], [-2.71719, -1.44171, -2.22250], [-1.02150, -3.96726, 0.68523], [5.91249, 2.41605, -0.58127], [-2.97853, 1.01356, 1.80206], [0.59109, -0.37670, 2.20548], [-4.88834, 0.01422, 2.06581], [-1.51218, -0.92985, -3.95401], [1.84437, -0.08540, 0.02907], [0.49469, 2.40511, 2.62301], [-3.74656, -3.34613, -2.25592], [-1.93870, 1.41936, 3.67217], [-1.19741, 3.05932, -3.03153], [1.93752, -2.47328, -2.09761], [-4.43541, 0.30067, 0.37508], [0.63742, 0.99223, 6.08056], [0.39582, 1.76736, -2.34323], [7.44287, 1.53744, -1.79981], [-4.64149, -0.47730, -2.00003], [-3.93246, -0.70012, -2.79555], [-2.01605, -0.64611, -1.27639], [3.91208, -1.14851, -1.16183], [0.34283, 2.93626, 5.24478], [0.95197, -4.39121, -1.91940], [4.21358, 3.02085, 0.57171], [-2.75353, 3.15510, 1.98215], [2.14294, 0.47708, -2.37653], [6.47237, 1.39865, -1.34813], [-0.06563, 2.56466, -4.30101], [0.57862, 1.46026, 3.71878], [0.47756, 1.88417, 5.04342], [-4.42560, -1.31644, -3.54453], [-3.54967, 2.43773, 1.80215], [-4.06081, 0.02294, 1.36007], [1.33366, 2.94696, -2.04367], [-2.22111, -3.52549, 2.23712], [-0.16539, -3.01505, -0.27514], [4.54141, 0.01630, -0.95894], [0.84072, -0.36031, 5.79796], [-1.76352, -1.81287, -3.36859], [5.79754, 0.21155, -1.53392]],
  "atomic_forces_ev_per_a": [[-0.07, 0.11, -0.12], [0.16, 0.01, -0.44], [-0.02, 0.88, -0.12], [-0.07, 0.00, -0.10], [-0.96, -0.38, 0.98], [0.30, 0.45, -0.05], [-0.15, 0.14, -0.35], [-0.84, -1.18, -0.62], [-0.54, -0.94, 0.53], [0.14, -0.08, -0.04], [0.51, 0.89, 1.28], [0.42, -0.05, -0.22], [0.10, -0.03, -0.05], [-0.44, -0.31, 0.47], [0.33, -0.63, 0.07], [-0.03, -0.11, 0.48], [-0.01, -0.14, 0.02], [-0.04, -0.29, -0.20], [-0.05, 0.11, 0.04], [0.05, -0.11, -0.05], [-0.17, 0.20, 0.24], [-0.12, 0.03, 0.17], [0.02, 0.05, 0.03], [-0.01, 0.46, 0.95], [0.09, -0.11, 0.05], [-0.06, 0.06, 0.09], [-0.01, -0.08, -0.09], [-0.04, 0.02, 0.06], [-0.09, 0.04, -0.12], [0.09, 0.04, 0.01], [-0.11, -0.02, 0.06], [0.03, 0.00, -0.03], [-0.08, -0.05, -0.03], [-0.09, -0.04, -0.13], [-0.09, -0.02, -0.50], [0.04, 0.01, -0.11], [0.01, -0.06, -0.01], [0.00, -0.06, 0.08], [0.08, 0.03, -0.10], [0.64, -0.07, -1.16], [-0.08, 0.13, -0.02], [-0.08, 0.01, -0.09], [-0.07, -0.06, -0.10], [0.00, -0.17, -0.15], [-0.11, 0.03, 0.02], [0.19, -0.07, -0.18], [-0.25, -0.60, -0.47], [0.31, -0.25, -0.23], [-0.05, 0.18, 0.08], [-0.78, -0.15, 0.81], [-0.05, 0.00, -0.56], [-0.08, 0.07, 0.02], [0.07, 0.07, -0.08], [0.85, 0.63, -0.22], [-0.26, -0.03, 0.29], [-0.11, -0.09, -0.13], [0.02, 0.02, 0.04], [-0.07, 0.06, -0.09], [-0.04, -0.03, 0.16], [-0.16, -0.06, -0.10], [-0.07, 0.18, 0.06], [0.48, 0.12, -0.74], [0.09, 0.00, -0.06], [-0.13, 0.06, 0.04], [0.43, 0.03, 0.28], [0.29, 1.17, 0.69], [-0.10, -0.10, 0.06], [-0.05, 0.16, 0.06], [-0.05, 0.36, 0.17], [0.01, 0.06, 0.06], [0.11, 0.13, 0.06], [0.11, -0.09, 0.00], [-0.14, -0.13, 0.05], [0.01, -0.01, -0.05], [0.34, -0.65, -0.63], [0.23, -0.08, 0.14], [-0.03, -0.02, -0.05], [0.29, -0.34, -0.25], [0.40, 0.06, -0.14], [-0.37, -0.34, 0.14], [0.22, 0.20, -0.22], [-0.05, 0.34, -0.06], [-0.09, 0.26, 0.12], [0.04, 0.11, -0.02], [-0.10, 0.15, 0.36], [-0.03, -0.09, -0.02]],
  "lowdin_charge": [0.128, -0.005, -0.120, 0.137, -0.378, -0.009, 0.114, -0.364, -0.463, 0.080, 0.146, -0.266, -0.025, -0.183, 1.087, -0.074, 0.072, -0.081, 0.091, 0.119, 0.002, 0.085, 0.101, -0.336, 0.067, 0.096, 0.071, 0.080, 0.058, 0.055, 0.090, 0.058, 0.071, 0.061, 0.001, 0.095, 0.118, 0.104, 0.094, -0.389, 0.059, 0.070, 0.090, 1.108, 0.094, 0.064, -0.666, -0.020, -0.083, -0.665, -0.140, 0.093, 0.075, -0.080, -0.031, 0.089, 0.073, 0.071, 0.112, 0.061, -0.097, -0.655, 0.106, 0.075, -0.061, -0.369, 0.065, 0.113, -0.054, 0.114, 0.079, 0.066, -0.069, 0.092, -0.158, -0.055, 0.090, -0.041, -0.032, -0.008, 0.150, 0.043, -0.256, -0.080, -0.019, -0.002],
  "lumo_ha": [0.000, -0.070],
  "relative_energy_kj_mol": 99.5,
  "homo_lumo_gap_ev": [7.89, 5.93],
  "homo_energy_ev": [-7.88, -7.84],
  "energy_ev": -129417.0034,
  "multiplicity": 2
}